{"formula": "C44H91Br2I2N2O17P4", "method": "the ωB97M-V functional and the def2-TZVPD basis", "species": ["C", "C", "N", "C", "C", "C", "C", "C", "C", "C", "C", "C", "N", "P", "C", "O", "C", "C", "C", "Br", "C", "C", "Br", "C", "I", "C", "C", "C", "I", "C", "O", "C", "O", "C", "O", "C", "C", "O", "H", "H", "H", "H", "H", "H", "H", "H", "H", "H", "H", "H", "H", "H", "H", "H", "H", "H", "H", "H", "H", "H", "H", "H", "H", "H", "H", "H", "H", "H", "H", "H", "H", "H", "H", "H", "H", "H", "H", "H", "H", "H", "H", "H", "H", "H", "O", "P", "O", "C", "C", "O", "C", "C", "O", "C", "C", "H", "H", "H", "H", "H", "H", "H", "H", "H", "H", "H", "H", "H", "H", "H", "O", "P", "O", "C", "C", "O", "C", "C", "O", "C", "C", "H", "H", "H", "H", "H", "H", "H", "H", "H", "H", "H", "H", "H", "H", "H", "O", "P", "O", "C", "C", "O", "C", "C", "O", "C", "C", "H", "H", "H", "H", "H", "H", "H", "H", "H", "H", "H", "H", "H", "H", "H"], "xyz": [[1.090846, -5.669247, 3.833883], [0.470606, -4.520025, 3.569605], [-0.154714, -3.123414, 3.280885], [0.137938, -3.175062, 1.788973], [-0.182271, -2.206091, 0.634212], [-0.921692, -0.789730, 0.739106], [-0.074030, 0.377302, -0.052411], [-1.065106, 1.480415, -0.754054], [-0.213789, 2.865967, -0.885518], [-0.885504, 3.914800, 0.166566], [0.677254, -2.184517, 4.097044], [2.021693, -2.769488, 4.824574], [3.188933, -3.086871, 3.961567], [1.360195, -0.625735, 3.151920], [2.436623, 0.497188, 4.231504], [2.500934, -1.089736, 1.898846], [-0.033937, -1.457495, 5.365628], [-1.681872, -1.562114, 5.387554], [-2.405926, -0.609086, 6.454390], [-4.103972, 0.308298, 5.814542], [-2.035677, -0.263715, 7.795444], [-2.808166, 0.852057, 8.716514], [-0.456155, -1.051997, 8.679435], [-2.009531, -3.109008, 5.238809], [-0.920033, -4.418452, 6.679913], [-3.548027, -3.464634, 5.579465], [-3.982431, -4.109975, 6.960368], [-3.894403, -3.227639, 8.303878], [-6.213183, -4.278159, 6.681810], [-1.595907, -3.420757, 3.659342], [-1.829459, -4.887381, 3.621991], [-2.728724, -2.890088, 2.631488], [-2.845654, -3.609747, 1.362189], [-3.762452, -2.884823, 0.460391], [-4.937058, -3.657984, 0.107207], [-6.089566, -2.822716, -0.187131], [-6.753637, -3.116933, -1.661767], [-7.471169, -1.866436, -2.004253], [1.939409, -6.437413, 3.962339], [1.294069, -3.394559, 1.760134], [-0.300289, -4.220310, 1.466189], [0.811554, -1.952585, 0.057129], [-0.787049, -2.761662, -0.208930], [-1.955165, -0.814853, 0.189285], [-1.146030, -0.393157, 1.795819], [0.684388, 0.840840, 0.680301], [0.550950, -0.057877, -0.935315], [-1.215376, 1.099461, -1.848190], [-2.076568, 1.592804, -0.217820], [0.914059, 2.680006, -0.658623], [-0.281488, 3.232608, -1.992645], [-0.610857, 4.974589, -0.193168], [-2.035799, 3.734043, 0.111419], [-0.469389, 3.735938, 1.226787], [2.403267, -1.881154, 5.498888], [1.802644, -3.558915, 5.662427], [3.950227, -2.372865, 4.036661], [3.542273, -4.013174, 4.296012], [3.375854, -0.036941, 4.631375], [1.879064, 0.957148, 5.150109], [2.705170, 1.419866, 3.563651], [2.862425, -0.221709, 1.570916], [0.115036, -0.290276, 5.389272], [0.473492, -1.787327, 6.344973], [-1.932164, -1.005617, 4.383349], [-3.306029, 0.408926, 9.641767], [-3.456833, 1.579516, 8.119649], [-1.932342, 1.530365, 9.116241], [-4.178087, -2.485541, 5.437204], [-4.038851, -4.178438, 4.784630], [-3.745999, -5.242901, 7.112645], [-2.946909, -3.543445, 8.874655], [-4.788264, -3.574230, 8.978790], [-4.036119, -2.099679, 8.164907], [-2.753860, -5.100256, 3.377857], [-2.677080, -1.727603, 2.508033], [-3.825570, -3.008872, 3.026633], [-3.150100, -2.762660, -0.532574], [-3.994515, -1.813627, 0.813283], [-5.904260, -1.687845, -0.154843], [-6.912601, -3.050044, 0.610808], [-7.556683, -3.938188, -1.634325], [-5.946331, -3.255713, -2.474564], [-6.834432, -1.106768, -2.019341], [7.355582, -1.727734, -2.263587], [5.821654, -1.662463, -2.180823], [5.630520, -3.227147, -1.667270], [5.865859, -3.490666, -0.290833], [4.766408, -2.915042, 0.580601], [5.621355, -1.876361, -3.816463], [6.646231, -1.555592, -4.749961], [7.464796, -2.790891, -5.082527], [4.113667, -1.506533, -2.064803], [3.191798, -1.938035, -3.063052], [3.172709, -3.436153, -3.306790], [6.843502, -3.094767, 0.002432], [5.896379, -4.576826, -0.168222], [4.772020, -1.821139, 0.540961], [4.897186, -3.217980, 1.623250], [3.782179, -3.243494, 0.237291], [7.271700, -0.735153, -4.387715], [6.157196, -1.195787, -5.659860], [7.847008, -3.283427, -4.184870], [8.310932, -2.535285, -5.725334], [6.844331, -3.529040, -5.598769], [3.348308, -1.378889, -3.990088], [2.200314, -1.643422, -2.702952], [4.112192, -3.800100, -3.725591], [2.378025, -3.693752, -4.012852], [3.003597, -3.980213, -2.373217], [-3.831518, 1.163479, -3.148242], [-3.973744, 2.073530, -4.380676], [-5.609272, 1.853797, -4.533396], [-6.449334, 2.609028, -3.669823], [-6.464266, 4.077230, -4.050037], [-3.441100, 0.895933, -5.426287], [-2.621864, -0.182024, -4.992642], [-3.473308, -1.398627, -4.672646], [-4.083803, 3.122102, -5.735931], [-4.113022, 2.689075, -7.094734], [-5.325038, 1.856492, -7.471410], [-6.128345, 2.478917, -2.631087], [-7.459327, 2.199808, -3.759894], [-5.481937, 4.531725, -3.885372], [-7.197088, 4.626006, -3.451898], [-6.703699, 4.205248, -5.108438], [-1.992641, 0.111363, -4.147517], [-1.943734, -0.427315, -5.815140], [-4.275031, -1.163970, -3.967611], [-2.862440, -2.200750, -4.249828], [-3.959065, -1.770402, -5.579228], [-3.178103, 2.182306, -7.350886], [-4.130844, 3.601347, -7.699460], [-5.347473, 0.897515, -6.951187], [-5.319943, 1.646529, -8.544731], [-6.250881, 2.381254, -7.220245], [2.572312, 4.569511, -1.920791], [3.911830, 5.176736, -1.470203], [3.449750, 6.751577, -1.699577], [2.643912, 7.345171, -0.690002], [3.439006, 7.610073, 0.574266], [4.650564, 4.889168, -2.931100], [4.191724, 3.880069, -3.822170], [3.251167, 4.474527, -4.856019], [5.415939, 5.789244, -0.911046], [6.489171, 6.197385, -1.757418], [6.181403, 7.389329, -2.645393], [1.779846, 6.706256, -0.480121], [2.268933, 8.291686, -1.088703], [3.752685, 6.670425, 1.040598], [2.839867, 8.166455, 1.300588], [4.346406, 8.177802, 0.354551], [3.731707, 3.049310, -3.279618], [5.069443, 3.471302, -4.331307], [2.435248, 5.035609, -4.393458], [2.820934, 3.691785, -5.486167], [3.788147, 5.181465, -5.494812], [6.859830, 5.346329, -2.336061], [7.307980, 6.479613, -1.087885], [5.411000, 7.167187, -3.385560], [7.079080, 7.696501, -3.189422], [5.823668, 8.234905, -2.051496]], "forces_ev_per_a": [[-2.714, 7.644, -2.026], [4.579, -6.946, 2.036], [1.096, -4.708, 0.707], [1.860, -2.991, -2.863], [-0.352, 1.617, -2.730], [-0.450, 1.265, -0.951], [-0.764, -0.356, -0.196], [2.081, -0.540, -0.754], [-0.942, -0.222, 0.241], [0.535, -0.208, -1.193], [3.153, 2.323, 3.355], [0.932, 0.876, 2.145], [-0.152, -1.024, 0.987], [-0.656, 1.384, -2.070], [0.639, 0.212, 1.228], [-0.605, 1.189, 1.724], [-1.220, 1.528, 0.704], [1.360, 1.130, -0.633], [1.082, 0.293, 3.084], [1.747, -1.142, 0.274], [-1.912, 0.442, -2.484], [2.345, 0.417, -0.144], [-1.395, 0.684, -0.604], [-0.657, 1.242, -0.324], [0.042, 0.647, -0.722], [-1.513, 0.149, -1.579], [-1.050, 0.128, 0.605], [-0.594, -1.411, 0.840], [0.566, -0.063, -0.187], [-5.257, -2.502, 0.994], [0.966, 1.375, -0.506], [-2.038, 1.950, 0.248], [-0.367, 1.724, 0.313], [1.032, 0.091, -2.157], [0.770, 1.812, 0.940], [-1.922, -0.362, -0.274], [0.503, 1.630, 0.380], [0.921, -0.558, 0.361], [-2.103, 1.480, -0.241], [-2.162, 0.760, 0.328], [0.586, 2.140, 0.869], [-1.625, -0.670, 1.626], [1.055, 0.624, 2.012], [1.858, -0.222, 1.016], [0.577, -0.748, -1.509], [-1.289, -0.482, -1.040], [-1.047, 0.460, 1.676], [-0.239, 0.533, 2.133], [1.647, -0.098, -0.829], [-2.065, 0.398, -0.428], [0.096, -0.384, 2.172], [-0.605, -1.511, 0.877], [2.097, 0.645, 0.329], [-0.844, 0.291, -1.622], [-1.300, -1.274, -1.314], [0.153, 1.122, -2.016], [-1.085, -1.016, -0.014], [-0.118, 1.293, -0.719], [-1.184, 1.053, -0.688], [0.832, -1.031, -1.757], [-0.394, -1.914, 1.024], [-0.533, -1.179, 0.255], [0.033, -2.138, -0.568], [-1.160, 0.131, -1.764], [0.095, -1.310, 1.659], [0.519, 0.404, -1.525], [0.716, -1.569, 0.798], [-1.618, -1.375, -0.606], [1.251, -1.698, 0.418], [1.344, 1.270, 1.391], [-0.051, 2.437, -0.344], [-1.234, 1.017, -0.897], [1.825, 0.672, -1.186], [0.499, -1.771, -0.077], [0.670, 0.553, -0.186], [0.425, -2.094, -0.162], [2.320, 0.089, 0.397], [-0.942, -0.222, 1.777], [0.071, -1.778, -0.061], [0.176, -1.716, 0.004], [1.481, 0.449, -1.361], [1.498, 1.257, -0.124], [-1.164, -0.333, 1.462], [-0.666, -1.194, -0.059], [-1.224, 3.454, 2.807], [-0.656, -7.160, -6.048], [0.141, 0.442, 0.872], [-0.033, -0.284, 0.267], [0.007, 0.059, 0.095], [-0.415, 1.198, 0.634], [0.456, -0.154, -0.406], [0.017, -0.210, 0.035], [1.861, 2.298, 2.092], [-0.526, 0.127, -0.955], [0.385, -0.213, 0.117], [0.017, -0.065, -0.015], [0.042, 0.083, -0.192], [-0.032, -0.034, 0.060], [-0.018, 0.039, -0.091], [0.097, 0.015, 0.051], [-0.046, -0.235, 0.064], [-0.174, -0.041, 0.136], [0.028, 0.235, 0.000], [-0.086, -0.010, 0.025], [0.035, 0.123, -0.039], [0.099, -0.190, 0.119], [0.189, 0.153, 0.322], [-0.082, 0.118, 0.041], [-0.042, 0.186, 0.093], [-0.067, 0.072, -0.080], [1.716, 4.076, 1.183], [-3.906, -6.923, -5.178], [0.037, 0.689, 0.769], [-0.470, 0.154, 0.040], [0.031, 0.164, 0.015], [0.901, 0.947, 0.221], [0.004, -0.446, 0.066], [-0.183, -0.109, 0.004], [1.337, 1.498, 3.226], [0.515, -0.367, -1.084], [-0.211, -0.214, 0.400], [-0.035, -0.037, 0.012], [0.168, -0.117, -0.059], [-0.046, 0.055, 0.009], [0.077, -0.072, -0.023], [-0.010, -0.051, 0.129], [-0.216, -0.034, -0.024], [-0.112, 0.151, -0.076], [0.180, 0.115, 0.050], [-0.008, 0.023, -0.068], [0.124, 0.007, 0.048], [-0.209, -0.037, 0.115], [0.010, 0.179, 0.406], [0.067, 0.111, -0.039], [0.121, 0.187, 0.050], [0.111, 0.003, -0.106], [0.903, -1.572, 4.259], [1.139, 4.602, -8.244], [-0.388, -0.240, 0.923], [-0.152, 0.408, 0.147], [0.052, -0.006, 0.160], [0.385, -0.753, 1.075], [-0.242, -0.112, -0.468], [-0.098, 0.173, -0.076], [-1.992, -2.107, 2.428], [1.006, -0.173, -0.700], [-0.487, 0.057, -0.076], [-0.036, 0.033, -0.044], [0.067, -0.159, -0.128], [-0.001, 0.041, 0.053], [0.019, -0.067, -0.077], [-0.129, -0.038, -0.001], [-0.062, 0.217, -0.038], [0.092, 0.147, 0.127], [0.049, -0.200, 0.105], [0.063, 0.044, 0.020], [0.014, -0.134, 0.020], [-0.187, 0.158, -0.001], [-0.299, -0.113, 0.297], [0.091, -0.048, 0.095], [0.051, -0.113, 0.190], [0.131, -0.071, -0.030]], "lowdin_charge": [0.173, -0.137, -0.041, -0.139, -0.176, -0.226, -0.202, -0.209, -0.257, -0.126, -0.412, -0.292, -0.006, 1.003, -0.271, -0.350, -0.210, -0.300, -0.541, 0.691, -0.649, -0.150, 0.705, -0.523, 1.111, -0.354, -0.744, -0.220, 0.770, -0.302, -0.080, -0.102, -0.133, -0.199, -0.130, -0.164, -0.163, -0.139, 0.102, 0.153, 0.169, 0.115, 0.132, 0.100, 0.072, 0.075, 0.115, 0.097, 0.104, 0.091, 0.110, 0.066, 0.076, 0.074, 0.120, 0.094, 0.084, 0.088, 0.051, 0.067, 0.074, 0.068, 0.111, 0.015, 0.130, 0.090, 0.040, 0.090, 0.070, 0.086, 0.069, 0.051, 0.052, 0.069, 0.126, 0.125, 0.161, 0.152, 0.137, 0.122, 0.144, 0.134, 0.126, 0.084, -0.217, 0.755, -0.239, -0.290, -0.098, -0.272, -0.288, -0.070, -0.273, -0.287, -0.073, 0.111, 0.122, 0.058, 0.065, 0.073, 0.107, 0.118, 0.074, 0.080, 0.078, 0.115, 0.106, 0.069, 0.084, 0.074, -0.247, 0.764, -0.244, -0.300, -0.082, -0.268, -0.285, -0.071, -0.258, -0.280, -0.073, 0.104, 0.122, 0.070, 0.081, 0.081, 0.093, 0.120, 0.061, 0.075, 0.081, 0.113, 0.122, 0.066, 0.085, 0.078, -0.233, 0.757, -0.238, -0.295, -0.084, -0.269, -0.290, -0.070, -0.264, -0.282, -0.073, 0.099, 0.123, 0.067, 0.080, 0.080, 0.102, 0.117, 0.073, 0.077, 0.079, 0.113, 0.121, 0.067, 0.085, 0.077], "total_charge": 1, "energy_ha": -10227.582473}

{"formula": "C22H23NO3", "method": "the ωB97M-V functional and the def2-TZVPD basis", "species": ["C", "O", "C", "C", "C", "C", "C", "C", "C", "O", "C", "C", "C", "C", "C", "C", "C", "O", "C", "C", "H", "H", "H", "H", "H", "H", "H", "H", "H", "H", "H", "H", "C", "C", "C", "N", "C", "C", "H", "H", "H", "H", "H", "H", "H", "H", "H", "H", "H"], "xyz": [[5.748003, -1.555538, 2.774751], [5.192056, -0.359978, 3.362354], [3.944867, 0.013420, 2.964980], [3.181090, -0.700578, 2.008835], [1.969839, -0.156161, 1.566157], [1.474281, 1.076184, 2.018692], [0.196841, 1.708256, 1.447720], [-0.988626, 1.036294, 2.224911], [-2.313373, 1.628762, 2.194922], [-2.608798, 2.731353, 1.721530], [-3.273582, 0.589687, 2.695276], [-2.563441, -0.556515, 3.050104], [-3.218141, -1.727963, 3.429974], [-4.616393, -1.734557, 3.454221], [-5.336877, -0.576592, 3.093780], [-4.669642, 0.591257, 2.708518], [-1.104154, -0.318582, 2.787453], [-0.254883, -1.226298, 2.943064], [2.207127, 1.719579, 3.033815], [3.424800, 1.220689, 3.501701], [6.726098, -1.652780, 3.243023], [5.127330, -2.434054, 3.001275], [5.854752, -1.449336, 1.685780], [3.543477, -1.663616, 1.610378], [1.399385, -0.772264, 0.857982], [0.165410, 2.783664, 1.552370], [-2.626533, -2.601622, 3.705530], [-5.148486, -2.636421, 3.760213], [-6.424794, -0.595038, 3.124499], [-5.200625, 1.499049, 2.429281], [1.789608, 2.628587, 3.482455], [4.020660, 1.749292, 4.260541], [0.314892, 2.522533, -3.008394], [-0.964475, 1.903931, -2.432358], [-1.134302, 1.998299, -0.891711], [0.153197, 1.536340, 0.039179], [1.424395, 2.122229, -0.683080], [1.524752, 1.992382, -2.239125], [0.412656, 2.258941, -4.074256], [0.267845, 3.622046, -2.947965], [-1.825867, 2.414013, -2.901081], [-1.014793, 0.847352, -2.754651], [-1.476029, 3.022295, -0.624587], [-1.886130, 1.259032, -0.603534], [0.058374, 0.577149, 0.016750], [1.580453, 3.197393, -0.435793], [2.249801, 1.563425, -0.252890], [1.682372, 0.930353, -2.499008], [2.421882, 2.540157, -2.585052]], "forces_ev_per_a": [[-0.328, 0.538, 0.315], [-0.033, -0.527, -0.202], [-0.754, 0.348, -0.627], [0.373, 0.431, 0.442], [-0.085, -0.046, -0.037], [1.055, -0.015, -0.009], [-1.194, -0.193, 4.580], [-0.251, 0.030, -0.969], [1.187, 0.013, -0.664], [-0.240, -0.183, 0.187], [-0.871, -0.510, 0.254], [-0.723, 0.147, -0.005], [0.351, 0.356, 0.038], [-0.102, 0.577, -0.113], [0.352, -0.389, 0.170], [0.505, 0.095, 0.125], [1.716, -0.622, -0.632], [-1.127, 1.306, -0.146], [-0.099, -0.031, -0.123], [0.193, -0.624, -0.280], [-0.086, -0.099, -0.118], [0.168, 0.211, -0.015], [-0.024, 0.019, 0.247], [-0.393, 0.698, 0.251], [0.176, 0.331, 0.222], [0.116, 0.375, 0.787], [-0.198, 0.172, -0.114], [0.106, 0.265, -0.117], [0.206, 0.001, -0.035], [-0.006, -0.212, 0.022], [0.273, -0.245, -0.246], [-0.424, -0.271, -0.399], [-0.073, 0.007, 0.383], [0.490, -0.370, -0.036], [0.056, 0.016, 0.840], [-0.393, 3.105, -5.532], [0.295, -0.278, -0.367], [-0.274, -0.349, 0.301], [-0.080, 0.141, 0.376], [0.039, -0.279, 0.055], [0.132, -0.307, 0.532], [0.017, 0.341, 0.205], [0.598, -0.840, 0.421], [-0.056, 0.472, 0.236], [0.402, -3.003, -1.231], [-0.770, -0.794, 0.357], [0.083, 0.183, 0.066], [-0.060, 0.323, 0.091], [-0.245, -0.313, 0.512]], "lowdin_charge": [-0.070, -0.094, -0.271, -0.003, -0.062, -0.197, -0.220, -0.033, -0.373, 0.008, -0.104, -0.107, -0.014, -0.082, -0.085, -0.015, -0.313, 0.011, -0.015, 0.008, 0.090, 0.095, 0.093, 0.108, 0.123, 0.150, 0.115, 0.098, 0.096, 0.113, 0.124, 0.121, -0.216, -0.182, -0.012, -0.002, -0.053, -0.176, 0.116, 0.117, 0.124, 0.118, 0.134, 0.121, 0.120, 0.149, 0.106, 0.118, 0.121], "total_charge": 0, "smiles": "COc1ccc([C@H](C2=C([O-])c3ccccc3C2=O)[NH+]2CCCCC2)cc1", "e_above_lowest_ev": 3.3623, "energy_ha": -1132.520380}